C28H23BrF8MnN9O6SSe as an isolated structure, computed with ωB97M-V/def2-TZVPD.

Structure (XYZ):
```
78
Properties=species:S:1:pos:R:3:forces:R:3
Mn -0.17757 0.11714 -0.26236 0.044 0.138 -0.306
N 2.15490 -1.58378 1.44811 0.003 -0.031 0.050
C 2.62889 -0.54513 0.75258 0.085 -0.015 -0.019
N 3.94556 -0.38520 0.70076 -0.071 -0.023 -0.005
C 4.37616 0.72457 0.10926 0.038 0.105 -0.055
N 5.67993 0.87918 -0.09212 0.002 -0.014 0.004
N 3.57422 1.76250 -0.26024 -0.013 -0.087 0.058
C 2.31004 1.48061 -0.24106 0.010 0.019 -0.030
N 1.76303 0.29071 0.11329 -0.031 0.132 0.109
C 1.31903 2.54182 -0.50670 0.036 -0.041 -0.022
C 1.68125 3.83932 -0.80075 -0.023 -0.017 -0.016
C 0.67437 4.77509 -0.97199 -0.008 0.026 -0.009
C -0.64604 4.37664 -0.84429 -0.006 0.010 -0.001
C -0.92744 3.05515 -0.55130 0.048 -0.054 0.000
N 0.04227 2.15089 -0.37924 -0.120 0.124 0.063
H 2.84104 -2.07439 1.99996 -0.004 -0.003 0.000
H 1.21903 -1.52961 1.82119 -0.003 0.031 -0.026
H 6.32117 0.16253 0.19971 -0.011 -0.006 0.007
H 6.02076 1.73403 -0.49517 -0.006 0.003 -0.001
H 2.72827 4.08726 -0.88756 0.008 -0.011 0.004
H 0.91836 5.80354 -1.20124 -0.005 0.001 0.002
H -1.46036 5.07614 -0.96585 0.002 0.002 -0.002
H -1.93963 2.69752 -0.44305 -0.011 0.003 0.015
F 0.55359 -0.63516 9.96076 0.000 -0.004 0.001
C 0.76648 -0.26835 8.71110 0.001 0.007 -0.014
C 1.02930 -1.23083 7.74475 0.002 0.054 -0.015
F 1.06363 -2.51447 8.08338 0.000 -0.016 0.006
C 1.24892 -0.83531 6.44265 -0.009 -0.044 0.039
F 1.49241 -1.78607 5.54301 0.001 0.012 -0.020
C 1.21860 0.51212 6.05846 -0.040 -0.146 0.074
Se 1.49684 1.00827 4.29524 0.066 0.118 -0.131
C 0.94941 1.45289 7.06094 -0.003 0.055 0.022
F 0.90172 2.74466 6.77108 0.005 -0.006 -0.015
C 0.72565 1.07666 8.37005 0.002 -0.028 0.003
F 0.47125 1.98287 9.30534 0.003 0.007 -0.006
F -2.32884 -0.69942 4.03882 0.032 -0.011 0.019
C -2.79506 -0.54290 2.80917 -0.091 0.106 0.007
F -2.84622 -1.72823 2.20766 -0.005 -0.034 -0.027
F -4.00772 -0.01785 2.84600 0.021 -0.004 0.017
S -1.68468 0.60689 1.89075 0.145 -0.267 -0.257
O -1.59428 1.78046 2.68153 -0.003 0.010 0.081
O -2.18649 0.70941 0.51615 -0.130 0.008 0.232
O -0.40952 -0.17650 1.70953 0.047 0.176 0.305
Br -1.90151 -5.28679 0.48072 -0.014 -0.016 0.009
C -0.66477 -4.10799 -0.29086 0.017 0.020 -0.012
C 0.36243 -4.56619 -1.09825 -0.022 -0.043 0.009
C 1.23157 -3.63984 -1.65121 0.004 0.058 -0.015
C 1.05211 -2.30007 -1.37538 0.050 -0.028 0.015
N 0.06562 -1.87084 -0.57896 -0.367 -0.152 -0.013
C -0.79066 -2.75046 -0.05593 0.050 -0.033 -0.064
H 0.47214 -5.62367 -1.29672 0.002 0.001 0.004
H 2.04111 -3.95100 -2.29552 0.000 0.002 0.000
H 1.70830 -1.54246 -1.78521 -0.008 -0.003 -0.023
H -1.59163 -2.35872 0.54735 -0.048 0.008 0.011
C -2.68168 2.24887 -3.82318 0.022 0.051 0.021
C -3.14699 0.84337 -4.17198 -0.044 -0.089 -0.031
C -2.06250 -0.25486 -4.03773 0.084 0.013 0.009
C -2.66749 -1.61758 -4.40966 -0.014 0.026 -0.008
C -1.68228 -2.77001 -4.28330 0.040 -0.046 -0.005
C -0.95180 0.08339 -5.01395 -0.060 0.028 -0.060
O -1.09503 0.02263 -6.20860 0.011 0.006 0.015
N 0.24825 0.50794 -4.47153 0.017 -0.038 0.073
C 0.58521 0.55832 -3.13263 0.020 0.000 -0.107
O 1.71526 0.87526 -2.80035 -0.003 0.017 0.047
N -0.38441 0.22384 -2.22477 0.276 -0.114 -0.035
C -1.60289 -0.28602 -2.59364 -0.089 0.143 0.016
O -2.32309 -0.72332 -1.71012 0.079 -0.088 -0.013
H -3.51232 2.94970 -3.89830 -0.002 0.001 -0.013
H -1.89811 2.59827 -4.49899 0.006 -0.014 0.002
H -2.29849 2.30535 -2.80147 -0.015 -0.019 -0.020
H -3.49165 0.80704 -5.20657 -0.016 0.012 0.010
H -3.98049 0.54416 -3.53440 0.016 0.018 0.023
H -3.02968 -1.53720 -5.43458 0.005 -0.017 -0.004
H -3.52779 -1.77933 -3.76022 0.004 -0.010 0.005
H -0.82004 -2.63525 -4.94083 0.000 0.009 0.006
H -2.15263 -3.71404 -4.55681 -0.012 0.013 -0.006
H -1.32407 -2.87292 -3.25540 0.011 0.004 0.026
H 0.98773 0.74472 -5.11932 -0.004 -0.004 -0.008
```
Forces are in eV/Å.

Gap between HOMO and LUMO (alpha / beta): 7.535 / 6.671 eV
Molar mass: 979.402 Da
Energy relative to the best compared isomer or geometry (same formula, charge and spin): 1.018 eV
Charge: +1
2S+1: 4